No. 1
47
Properties=species:S:1:pos:R:3 method="wB97M-V/def2-TZVPD" homo_lumo_gap_ev=7.89 smiles="COc1ccc(C2=NO[C@H](COc3ccc(Cl)c4cccnc34)C2)cc1OC" charge=0
C 7.0113 0.4745 1.0867
O 6.4315 0.1631 -0.1555
C 5.1291 -0.2189 -0.1860
C 4.3020 -0.3335 0.9191
C 2.9814 -0.7322 0.7811
C 2.4648 -1.0244 -0.4736
C 1.0922 -1.4437 -0.6480
N 0.5927 -1.7267 -1.7880
O -0.7141 -2.1012 -1.6848
C -1.1630 -1.9699 -0.3245
C -2.2364 -0.8771 -0.2684
O -2.7121 -0.8461 1.0628
C -3.7080 -0.0182 1.4495
C -4.0903 -0.1490 2.7725
C -5.1003 0.6301 3.3301
C -5.7508 1.5611 2.5632
Cl -7.0074 2.5180 3.2753
C -5.4068 1.7459 1.2099
C -6.0383 2.6901 0.3722
C -5.6445 2.8166 -0.9306
C -4.6085 1.9894 -1.3928
N -4.0052 1.1057 -0.6508
C -4.3669 0.9492 0.6363
C 0.0928 -1.6101 0.4780
C 3.2955 -0.9113 -1.5971
C 4.6100 -0.5161 -1.4712
O 5.4881 -0.3790 -2.4997
C 5.0334 -0.6605 -3.8011
H 6.5067 1.3195 1.5671
H 7.0021 -0.3862 1.7638
H 8.0421 0.7487 0.8683
H 4.6775 -0.1127 1.9055
H 2.3642 -0.8123 1.6621
H -1.6040 -2.9258 -0.0255
H -1.8034 0.0874 -0.5549
H -3.0397 -1.1150 -0.9718
H -3.5810 -0.8835 3.3756
H -5.3691 0.4958 4.3660
H -6.8287 3.3027 0.7798
H -6.1093 3.5292 -1.5935
H -4.2605 2.0543 -2.4155
H -0.0425 -0.6914 1.0481
H 0.4010 -2.4048 1.1582
H 2.8633 -1.1464 -2.5547
H 4.7079 -1.7011 -3.8971
H 4.2129 0.0027 -4.0928
H 5.8882 -0.4870 -4.4528



No. 2
54
Properties=species:S:1:pos:R:3 method="wB97M-V/def2-TZVPD" homo_lumo_gap_ev=3.93 charge=-1
O 3.4169 1.7803 0.5538
V 3.3153 0.2238 0.4713
O 2.4888 -0.0452 -0.8815
B 5.2568 0.7012 3.7642
F 4.8234 0.2483 2.4853
F 6.5775 1.1831 3.5918
F 4.3830 1.7358 4.1541
F 5.2978 -0.3573 4.6707
C 0.2703 -2.6555 -1.1052
C -0.9993 -3.1155 -0.4276
C -1.4701 -2.3057 0.7895
O -2.5512 -2.9996 1.3732
C -2.5867 -2.8005 2.7810
N -2.1350 -3.2706 -1.4295
H -2.7370 -2.4481 -1.4215
H -1.7143 -3.5138 -2.3272
H -2.7211 -4.0767 -1.2076
H 0.6621 -3.4757 -1.7110
H 1.0429 -2.2300 -0.4858
H 0.0322 -1.8381 -1.8002
H -0.9002 -4.1178 -0.0076
H -1.7286 -1.2773 0.5125
H -0.5975 -2.2455 1.4447
H -1.9204 -3.4922 3.3038
H -3.5917 -3.0841 3.0992
H -2.3869 -1.8132 3.1990
C 0.6729 3.2100 -2.0275
C -0.5268 2.4299 -2.5437
C -0.8277 1.2482 -1.6531
O -2.1085 0.6782 -1.9033
C -2.1846 0.0144 -3.1559
N -1.7552 3.3371 -2.5624
H -1.5825 4.3072 -2.8239
H -2.4265 2.9764 -3.2445
H -2.2974 3.3128 -1.6928
H 0.5086 3.4893 -0.9864
H 0.9432 4.0919 -2.6105
H 1.5316 2.5456 -2.1029
H -0.3735 2.1371 -3.5828
H -0.7161 1.6281 -0.6340
H -0.0309 0.5022 -1.7411
H -1.8127 0.6529 -3.9660
H -3.1944 -0.3031 -3.3950
H -1.4770 -0.8209 -3.1839
C -0.2557 2.4127 2.5844
F 0.8911 3.0575 2.7749
F -1.0479 2.6355 3.6449
F -0.9055 2.9686 1.5250
S 0.0929 0.5837 2.3681
O -1.0906 0.0430 1.6960
O 1.3001 0.5693 1.5490
O 0.2644 0.1048 3.7207
Br 5.7776 -0.1878 -0.7766
Br 3.1041 -2.3346 1.3339



No. 3
17
Properties=species:S:1:pos:R:3 method="wB97M-V/def2-TZVPD" homo_lumo_gap_ev=9.36 smiles=CN1CCCC1 charge=0
C -0.0952 1.5334 -1.4813
N -0.0509 0.5975 -0.3797
C 1.1870 0.0576 0.1124
C 0.7001 -0.6606 1.3784
C -0.7728 -1.0270 1.0731
C -0.9762 -0.4979 -0.3565
H -0.0691 0.9973 -2.4337
H -1.0412 2.0661 -1.3766
H 0.6762 2.2950 -1.4440
H 1.6875 -0.6007 -0.6246
H 1.9911 0.7596 0.3441
H 1.3464 -1.4819 1.6934
H 0.7208 -0.0069 2.2542
H -1.4913 -0.5452 1.7383
H -1.0111 -2.0839 1.2016
H -1.9798 -0.1210 -0.5781
H -0.8215 -1.2816 -1.1212



No. 4
93
Properties=species:S:1:pos:R:3 method="wB97M-V/def2-TZVPD" homo_lumo_gap_ev="4.06 / 4.08" multiplicity=5 s2=6.007 charge=+1
Fe 2.4214 -3.8317 -0.5716
C -0.2790 -0.9410 0.2103
C 0.6431 -2.0383 -0.0570
O 0.6292 -2.7334 -1.0765
O 1.5586 -2.3295 0.7460
H 0.0877 -0.1353 -0.4255
H -0.2147 -0.5827 1.2377
H -1.3049 -1.1955 -0.0561
C 4.2857 2.6448 2.1611
C 2.9182 2.0895 1.6426
C 2.4216 2.8728 0.4463
O 2.1352 4.2509 0.9016
C 1.9000 5.2023 -0.1181
N 3.0950 0.6860 1.3927
H 5.1253 2.6522 1.4660
H 4.6830 2.2159 3.0810
H 4.2408 3.7020 2.4229
H 2.2261 2.1300 2.4837
H 1.5635 2.3476 0.0269
H 3.1877 2.8441 -0.3287
H 1.9985 6.2039 0.3007
H 0.9708 4.9490 -0.6284
H 2.6078 5.1192 -0.9428
H 3.7788 0.5829 0.6566
H 2.2503 0.2644 1.0338
C -4.5682 6.1456 -0.8754
C -3.0235 6.2394 -0.9714
C -2.2734 5.1163 -0.1573
O -2.8599 3.7862 -0.2788
C -2.1869 2.7451 0.5735
N -2.6065 6.0890 -2.3506
H -4.9602 5.1292 -0.8412
H -4.9847 6.7089 -1.7105
H -4.8895 6.6776 0.0201
H -2.7834 7.2305 -0.5865
H -2.1718 5.5414 0.8412
H -1.2360 4.9904 -0.4671
H -2.7272 1.8021 0.6570
H -1.8763 3.1916 1.5181
H -1.2312 2.4105 0.1702
H -3.2211 5.3841 -2.7320
H -2.9943 6.8665 -2.8656
C 1.9323 -2.0808 4.4128
C 2.9993 -1.2530 5.1427
C 2.4851 -0.3702 6.3120
O 3.3959 0.6231 6.8512
C 3.9369 1.4233 5.8812
N 4.0310 -2.1442 5.6152
H 1.4860 -2.8576 5.0336
H 2.3235 -2.5399 3.5049
H 1.0739 -1.5100 4.0585
H 3.4381 -0.6594 4.3408
H 2.1352 -0.9731 7.1500
H 1.5713 0.1454 6.0167
H 4.8058 0.8121 5.6371
H 4.2742 2.4067 6.2084
H 3.2751 1.4842 5.0172
H 4.4976 -1.5470 6.2828
H 3.4757 -2.7823 6.1670
C 1.9265 -3.8809 -5.8657
C 0.7933 -3.5021 -4.8529
C -0.4218 -2.9613 -5.6114
O -1.5029 -2.6077 -4.7542
C -1.3186 -1.4124 -4.0556
N 0.5027 -4.7464 -4.0479
H 2.2332 -2.9636 -6.3682
H 1.4959 -4.5284 -6.6295
H 2.7376 -4.4424 -5.4020
H 1.0455 -2.7299 -4.1261
H -0.6772 -3.7636 -6.3036
H -0.2319 -2.1160 -6.2729
H -0.9564 -0.6701 -4.7669
H -0.5907 -1.3660 -3.2456
H -2.2926 -1.0524 -3.7242
H -0.2333 -4.5332 -3.3899
H 0.0645 -5.4562 -4.6173
C -4.1551 -4.2368 -2.2718
C -2.9313 -3.5816 -1.6100
C -2.8332 -3.9830 -0.1528
O -3.8797 -3.5736 0.7140
C -4.0210 -2.2163 0.9473
N -1.6616 -4.0600 -2.2729
H -5.0924 -3.9744 -1.7813
H -4.2335 -5.3147 -2.4134
H -4.3149 -3.7922 -3.2541
H -3.1225 -2.5106 -1.6782
H -1.9888 -3.4135 0.2355
H -2.7467 -5.0565 0.0152
H -4.9842 -2.0777 1.4383
H -4.0734 -1.6624 0.0101
H -3.2626 -1.7957 1.6077
H -1.7315 -3.7995 -3.2462
H -1.0140 -3.4207 -1.8347



No. 5
17
Properties=species:S:1:pos:R:3 method="wB97M-V/def2-TZVPD" homo_lumo_gap_ev=10.79 charge=+1
C 2.4328 1.0746 0.1449
C 1.7020 -0.2316 0.3169
O 0.7509 -0.3737 -0.7800
B -0.3746 -1.0284 -0.5666
O -0.8446 -2.0229 -1.3272
S -1.5458 -0.5074 0.8730
C -2.5579 0.8845 0.1189
F -2.9463 0.5186 -1.0911
F -3.5914 1.1324 0.8934
F -1.7305 1.9095 0.0523
H 3.1952 1.1927 0.8908
H 2.8526 1.0860 -0.8478
H 1.7124 1.8771 0.1936
H 1.2199 -0.2643 1.2873
H 2.4147 -1.0402 0.2529
H -0.2105 -2.7400 -1.4257
H -2.4787 -1.4668 1.0146



No. 6
128
Properties=species:S:1:pos:R:3 method="wB97M-V/def2-TZVPD" homo_lumo_gap_ev=4.88 charge=-2
Ba -0.3138 -0.1487 -0.6199
O 6.2908 3.8518 -0.2636
C 5.8089 3.2272 0.7013
O 6.2561 3.0494 1.8508
C 4.4568 2.5259 0.4115
C 3.8206 1.7716 1.3791
C 2.6508 1.0830 1.0728
N 2.0977 1.1459 -0.1486
C 2.6726 1.9331 -1.0722
C 3.8578 2.6122 -0.8323
C 2.0081 2.0482 -2.4154
C 2.4372 2.9939 -3.3468
C 1.7800 3.1042 -4.5548
C 0.7121 2.2662 -4.8271
C 0.3563 1.3524 -3.8554
N 0.9686 1.2562 -2.6849
C 1.9824 0.2198 2.1274
C 2.7579 -0.0010 3.3671
C 2.7474 -1.1213 4.0842
C 1.9343 -2.3112 3.7133
C 1.0677 -2.0780 2.4413
N 1.2113 -0.9200 1.5781
H 4.3103 1.7192 2.3383
H 4.3664 3.2109 -1.5725
H 3.2553 3.6593 -3.1209
H 2.0968 3.8485 -5.2749
H 0.1659 2.3138 -5.7590
H -0.4701 0.6684 -4.0216
H 3.3381 0.8355 3.7303
H 3.3291 -1.1740 4.9984
H 2.5572 -3.2076 3.6744
H 1.0120 -2.9820 1.8290
N -3.0594 0.9962 0.0586
C -4.1408 1.5008 -0.7749
C -4.7275 0.4539 -1.7174
C -3.7589 -0.0604 -2.7815
N -2.8584 -1.0712 -2.2390
H -3.4125 0.4995 0.8699
H -2.4986 1.7774 0.4017
H -3.7114 2.3081 -1.3727
H -4.9551 1.9462 -0.1842
H -5.5906 0.9027 -2.2201
H -5.1148 -0.4002 -1.1446
H -3.1525 0.7792 -3.1372
H -4.3327 -0.4253 -3.6459
H -2.1571 -1.3844 -2.9037
H -3.3667 -1.9051 -1.9690
O -0.3595 1.0524 1.6194
C 0.4363 0.2748 2.2758
C -0.0372 -0.3629 3.5532
C -0.0457 0.1982 4.7593
C -0.0045 -0.6427 5.9613
C 0.3492 -1.9289 5.8664
C 0.5828 -2.5496 4.5221
C -0.1487 -1.8540 3.3651
P -1.7053 -2.3498 2.4694
C -1.7883 -4.1098 2.9862
C -2.4611 -4.5678 4.1172
C -2.4094 -5.9069 4.4772
C -1.6757 -6.8086 3.7186
C -1.0078 -6.3659 2.5860
C -1.0759 -5.0293 2.2180
C -3.1638 -1.6389 3.3114
C -4.2497 -1.3488 2.4845
C -5.4116 -0.7908 2.9990
C -5.4980 -0.5056 4.3532
C -4.4252 -0.7905 5.1869
C -3.2681 -1.3556 4.6713
H 0.1207 1.2653 4.8584
H -0.1800 -0.1914 6.9318
H 0.4504 -2.5406 6.7568
H 0.3824 -3.6221 4.5468
H -3.0297 -3.8731 4.7233
H -2.9407 -6.2456 5.3587
H -1.6312 -7.8522 4.0048
H -0.4410 -7.0626 1.9806
H -0.5774 -4.6917 1.3175
H -4.1712 -1.5475 1.4206
H -6.2382 -0.5603 2.3385
H -6.3949 -0.0522 4.7568
H -4.4853 -0.5631 6.2444
H -2.4412 -1.5756 5.3289
C 4.1558 -1.6867 -0.9255
C 3.2923 -1.7562 -2.1632
O 1.9512 -2.0672 -1.7566
P 0.8810 -2.8345 -2.7014
O -0.4176 -2.5368 -2.0094
Te 1.1216 -2.3490 -4.9860
O 1.2761 -4.3951 -2.5056
C 0.9683 -5.0256 -1.2611
C -0.3214 -5.8095 -1.3929
H 5.1733 -1.3984 -1.1956
H 4.1872 -2.6565 -0.4247
H 3.7645 -0.9480 -0.2268
H 3.6466 -2.5180 -2.8619
H 3.2712 -0.8013 -2.6927
H 0.9010 -4.2782 -0.4647
H 1.8103 -5.6841 -1.0354
H -1.1510 -5.1249 -1.5683
H -0.5229 -6.3871 -0.4891
H -0.2505 -6.4986 -2.2355
C -4.1590 5.3516 -0.9641
Si -2.5902 5.0465 -1.9980
C -2.0293 6.7867 -2.5109
C -3.1928 4.2451 -3.6138
As -0.9469 3.7212 -1.1122
Si -0.8418 4.6366 1.0036
C -2.1274 3.9684 2.2308
C 0.8426 4.2444 1.7478
C -1.0289 6.5267 1.0736
H -4.8644 5.9938 -1.5037
H -3.9129 5.8414 -0.0184
H -4.6630 4.4133 -0.7238
H -2.8261 7.3290 -3.0332
H -1.1605 6.7195 -3.1695
H -1.7323 7.3694 -1.6363
H -3.8666 4.9077 -4.1673
H -3.7231 3.3092 -3.4179
H -2.3382 4.0099 -4.2540
H -1.9314 2.9075 2.4092
H -3.1449 4.0746 1.8437
H -2.0678 4.4933 3.1915
H 0.9449 3.1612 1.8119
H 0.9473 4.6680 2.7528
H 1.6541 4.6287 1.1247
H -2.0276 6.8518 0.7699
H -0.3043 7.0074 0.4126
H -0.8543 6.8828 2.0948



No. 7
9
Properties=species:S:1:pos:R:3 method="wB97M-V/def2-TZVPD" homo_lumo_gap_ev="6.35 / 6.35" charge=-1
C -0.7370 -0.6792 -0.0774
C 0.6624 -0.6103 -0.1899
C 1.5530 1.6274 -0.1406
N -1.5578 0.3252 0.0544
N 1.3371 0.4299 0.0542
S -3.1163 -0.1387 0.0318
H -1.2207 -1.6034 0.0989
H 1.2391 -1.5397 -0.4580
H 1.8402 2.1890 0.6266



No. 8
31
Properties=species:S:1:pos:R:3 method="wB97M-V/def2-TZVPD" homo_lumo_gap_ev=11.04 charge=+1
Li -0.1946 -0.1437 -0.0010
C -0.9940 2.4347 0.8784
O -1.4149 1.1337 1.1600
H -1.8566 3.1405 0.9081
H -0.8199 2.4356 -0.1159
H -0.0750 2.7944 1.4535
H -2.2343 0.8625 1.8511
C -0.4579 1.2580 -2.5557
O -1.0255 0.1181 -1.9107
H -1.0330 2.0819 -2.3736
H -0.3894 1.1631 -3.4952
H 0.6542 1.2804 -2.2176
H -1.9391 0.0815 -2.2418
C 2.5406 -0.2113 1.9005
O 1.7405 0.7374 1.2319
H 3.3968 -0.4087 1.3423
H 2.1128 -1.2634 1.8207
H 2.8230 -0.0057 2.8676
H 1.9799 1.5251 1.6902
C 2.0955 -1.3848 -1.4347
O 0.8257 -1.6377 -0.8630
H 2.4041 -0.3681 -1.6481
H 2.2912 -2.0009 -2.3848
H 3.0221 -1.5672 -0.6583
H 0.5040 -2.6045 -1.0488
C -2.5682 -1.5642 0.6541
O -1.2524 -1.5503 1.2183
H -2.9506 -0.5051 0.4233
H -3.3658 -1.8809 1.4644
H -2.5165 -2.2419 -0.0842
H -1.3030 -1.7086 2.1693



No. 9
16
Properties=species:S:1:pos:R:3 method="wB97M-V/def2-TZVPD" homo_lumo_gap_ev=10.45 smiles="C=C1CCCC1" charge=0
C -1.5706 1.2578 0.8682
C -0.8612 0.3383 0.2222
C -0.2666 -0.9019 0.8418
C 1.1988 -0.6706 0.4445
C 1.0891 -0.3306 -1.0524
C -0.2313 0.4839 -1.1547
H -1.9109 1.0929 1.8888
H -1.8131 2.2133 0.4085
H -0.4422 -0.9817 1.9194
H -0.6479 -1.8129 0.3535
H 1.5398 0.2260 0.9819
H 1.8796 -1.4963 0.6709
H 1.9559 0.2278 -1.4196
H 1.0260 -1.2538 -1.6434
H -0.8915 0.0707 -1.9287
H -0.0538 1.5370 -1.4009



No. 10
19
Properties=species:S:1:pos:R:3 method="wB97M-V/def2-TZVPD" homo_lumo_gap_ev=11.09 smiles=CC[C@@H](O)[C@@H](C)O charge=0
C -0.9096 -0.4410 2.5129
C -0.0500 0.3337 1.5198
C -0.1261 -0.2634 0.1159
O -1.4519 -0.3002 -0.3700
C 0.7269 0.5046 -0.8845
C 0.9329 -0.4285 -2.2407
O 0.0253 1.6483 -1.3491
H -1.9483 -0.4685 2.1720
H -0.5605 -1.4765 2.6090
H -0.8800 0.0171 3.5064
H -0.3743 1.3821 1.4697
H 0.9989 0.3403 1.8466
H 0.2437 -1.2947 0.1269
H -1.5967 0.5997 -0.7139
H 1.7169 0.7821 -0.5109
H 0.0858 -1.1177 -2.3514
H 1.0789 0.0389 -3.2550
H 1.8586 -0.9482 -2.0414
H 0.2293 1.0919 -2.1622



No. 11
22
Properties=species:S:1:pos:R:3 method="wB97M-V/def2-TZVPD" homo_lumo_gap_ev=9.89 smiles="CN[C@H]1C=C[C@H]2C(C)=[N+]2N1" charge=+1
C 1.6265 1.3966 0.0474
N 0.3348 0.7762 -0.3493
C -0.8726 1.2118 0.3887
C -2.0920 0.9666 -0.5846
C -2.2440 -0.3592 -0.6896
C -1.4280 -1.3500 -0.0184
C 0.0090 -1.1227 0.2090
C 1.1630 -1.9680 -0.0776
N -0.8141 -0.9229 1.2544
N -0.8618 0.4367 1.6116
H 1.8729 1.2077 1.1020
H 2.4893 1.1802 -0.6636
H 1.7340 2.5234 0.0292
H 0.3917 0.6419 -1.3661
H -0.7561 2.1728 0.7743
H -2.6454 1.8244 -0.8890
H -3.0912 -0.7496 -1.2240
H -1.6165 -2.3850 -0.0238
H 0.7397 -2.8439 -0.3767
H 1.6295 -2.2725 0.7918
H 2.0226 -1.7205 -0.6829
H -1.7301 0.5296 2.1856